1.
Molecular formula: C17H58N4O12
Method: DFT, ωB97M-V/def2-TZVPD

**2S+1**: 1
**SMILES**: NC(N)=O.NC(N)=O.CCO.CCO.CCO.CCO.CCO.CO.CO.CO.CO.CO
**LUMO level**: -0.03 eV
**HOMO-LUMO gap**: 8.02 eV
**HOMO**: -8.06 eV
**Energy above the lowest of the compared OMol25 structures with the same formula, charge and spin**: 8.1671 eV

Last column: Mulliken charge in e.
CARTESIAN COORDINATES (ANGSTROEM)
N: 12.449 -14.871 -6.048  -0.14
C: 13.198 -15.391 -5.194  0.34
N: 14.126 -16.142 -5.706  -0.19
O: 13.183 -15.115 -3.785  -0.79
H: 11.956 -14.061 -5.571  0.23
H: 12.469 -14.870 -7.069  0.16
H: 14.750 -16.662 -5.076  0.24
H: 14.109 -16.623 -6.599  0.18
N: 12.611 -19.712 -8.267  1.36
C: 12.829 -18.401 -8.363  -1.01
N: 11.824 -17.783 -8.933  1.88
O: 13.943 -17.695 -7.882  -0.44
H: 13.436 -20.366 -8.032  -0.10
H: 11.765 -19.967 -8.663  -0.33
H: 11.741 -16.728 -8.912  -0.33
H: 10.934 -18.259 -9.177  -0.51
C: 18.010 -15.973 -7.970  -1.51
C: 16.763 -16.421 -8.758  0.64
O: 16.566 -17.828 -8.539  -0.64
H: 17.932 -14.918 -7.854  0.40
H: 18.938 -16.175 -8.452  0.38
H: 17.933 -16.346 -6.933  0.32
H: 16.743 -15.967 -9.750  0.26
H: 15.876 -16.026 -8.270  -0.26
H: 15.647 -18.058 -8.466  0.20
C: 8.843 -16.933 -10.470  -0.56
C: 9.943 -17.244 -11.472  0.58
O: 10.431 -16.046 -12.068  -0.55
H: 8.642 -17.898 -9.933  -0.12
H: 7.892 -16.557 -10.916  0.42
H: 9.047 -16.231 -9.640  -0.02
H: 9.454 -17.840 -12.224  0.59
H: 10.717 -17.854 -11.045  -0.58
H: 10.269 -16.137 -13.042  0.33
C: 14.702 -17.105 -11.501  0.07
C: 15.554 -17.584 -12.651  -0.58
O: 16.886 -17.219 -12.258  -0.55
H: 14.852 -17.664 -10.580  -0.14
H: 13.647 -17.300 -11.789  0.00
H: 14.704 -16.013 -11.340  0.36
H: 15.385 -17.091 -13.662  0.29
H: 15.375 -18.619 -12.742  0.22
H: 17.299 -17.841 -11.682  0.30
C: 12.302 -23.865 -10.260  -0.69
C: 13.841 -23.668 -10.124  -0.21
O: 14.454 -23.198 -11.344  -0.55
H: 12.200 -24.635 -10.978  0.40
H: 11.818 -22.946 -10.500  0.09
H: 11.899 -24.142 -9.217  0.19
H: 14.470 -24.443 -9.659  0.54
H: 14.031 -22.826 -9.471  0.00
H: 15.318 -23.572 -11.149  0.32
C: 9.123 -19.587 -7.324  -0.61
C: 9.191 -20.336 -8.760  -0.69
O: 10.176 -19.834 -9.621  -0.60
H: 8.461 -18.671 -7.459  0.23
H: 10.090 -19.132 -7.121  0.04
H: 8.736 -20.139 -6.431  0.31
H: 8.183 -20.226 -9.219  0.45
H: 9.307 -21.423 -8.717  0.52
H: 10.020 -20.279 -10.406  0.16
C: 14.966 -20.531 -6.273  -0.78
O: 14.797 -21.176 -7.598  -0.47
H: 14.169 -19.820 -5.968  0.18
H: 15.888 -20.108 -5.941  0.48
H: 14.955 -21.363 -5.505  0.30
H: 15.672 -21.538 -7.848  0.25
C: 12.774 -14.931 -9.445  -0.22
O: 11.586 -14.994 -8.654  -0.64
H: 13.722 -15.227 -8.819  -0.23
H: 13.066 -13.993 -9.929  0.37
H: 12.702 -15.691 -10.272  0.13
H: 10.940 -14.407 -9.178  0.32
C: 11.917 -22.512 -6.950  -0.28
O: 11.703 -21.365 -6.139  -0.61
H: 11.515 -23.384 -6.467  0.47
H: 12.930 -22.799 -7.311  0.13
H: 11.239 -22.315 -7.782  -0.07
H: 12.181 -20.618 -6.487  0.36
C: 9.205 -15.884 -6.593  -0.08
O: 8.794 -15.326 -5.381  -0.58
H: 10.268 -16.167 -6.518  0.10
H: 9.119 -15.106 -7.383  0.16
H: 8.586 -16.686 -6.911  0.13
H: 9.245 -14.467 -5.240  0.33
C: 12.588 -20.330 -11.552  0.43
O: 13.864 -20.641 -12.069  -0.53
H: 12.333 -21.010 -10.815  -0.59
H: 11.822 -20.326 -12.299  0.32
H: 12.682 -19.342 -11.034  -0.18
H: 14.113 -21.588 -11.885  0.46

---

2.
Molecular formula: C17H62N14O14
Method: DFT, ωB97M-V/def2-TZVPD

**2S+1**: 1
**LUMO level**: -0.72 eV
**HOMO-LUMO gap**: 6.84 eV
**HOMO**: -7.56 eV
**Energy above the lowest of the compared OMol25 structures with the same formula, charge and spin**: 4.6325 eV

Last column: Mulliken charge in e.
CARTESIAN COORDINATES (ANGSTROEM)
C: 19.576 4.735 17.091  -0.15
C: 19.284 3.475 16.303  -0.60
O: 18.978 3.917 15.029  -0.52
H: 19.420 4.671 18.197  0.44
H: 18.819 5.592 17.054  0.03
H: 20.533 5.009 16.855  -0.25
H: 18.330 3.139 16.661  0.33
H: 20.023 2.729 16.433  0.40
H: 19.642 3.567 14.374  0.17
C: 22.261 7.009 12.525  1.96
C: 21.906 6.936 13.935  1.61
O: 21.705 8.385 14.214  0.10
H: 22.709 6.084 12.221  -0.20
H: 23.015 7.715 12.130  -1.00
H: 21.469 7.292 11.797  -0.67
H: 22.749 6.434 14.535  -0.56
H: 21.002 6.483 14.293  -0.02
H: 21.946 8.442 15.128  -0.62
C: 16.943 9.284 15.445  -1.35
C: 18.444 9.279 15.590  0.27
O: 18.778 8.015 15.958  -0.50
H: 16.522 8.893 14.503  0.35
H: 16.656 10.338 15.346  0.39
H: 16.402 8.736 16.214  0.30
H: 18.770 9.922 16.421  0.36
H: 19.045 9.590 14.741  -0.04
H: 19.630 8.052 16.380  0.02
C: 19.141 5.269 8.526  0.59
O: 18.307 6.188 7.943  -0.80
N: 19.113 4.103 7.988  -0.25
N: 19.973 5.558 9.495  0.00
H: 18.516 3.991 7.186  0.21
H: 19.614 3.214 8.328  0.26
H: 20.161 6.512 9.702  0.11
H: 20.593 4.773 9.899  0.31
C: 24.805 8.832 14.939  0.14
O: 24.734 8.866 13.550  -0.68
N: 24.667 9.912 15.672  -0.54
N: 25.084 7.809 15.513  -0.13
H: 24.211 10.744 15.214  0.30
H: 24.855 9.905 16.701  0.28
H: 25.197 6.958 14.966  0.01
H: 25.354 7.783 16.508  0.34
C: 21.523 2.761 9.368  0.40
O: 22.474 2.693 8.321  -0.71
N: 20.334 2.211 9.266  -0.42
N: 21.587 3.618 10.373  0.09
H: 20.097 1.568 8.551  0.36
H: 19.765 2.118 10.155  0.24
H: 22.549 4.083 10.502  -0.28
H: 21.167 3.471 11.264  0.18
C: 21.931 10.647 11.482  0.49
O: 21.701 11.348 10.312  -0.79
N: 21.092 10.114 12.307  0.02
N: 23.109 10.274 11.828  0.02
H: 20.081 10.322 12.010  0.27
H: 21.222 9.376 13.009  -0.11
H: 23.350 9.683 12.539  0.09
H: 23.842 10.398 11.090  0.07
C: 21.929 8.150 17.336  0.05
O: 20.902 7.907 18.293  -0.69
N: 22.049 9.300 16.670  -0.03
N: 22.770 7.226 17.016  0.02
H: 21.456 10.059 16.999  0.26
H: 22.908 9.558 16.172  0.19
H: 22.777 6.241 17.368  0.28
H: 23.477 7.512 16.429  0.23
C: 25.858 5.905 12.591  0.61
O: 25.158 5.587 13.769  -0.92
N: 26.599 4.997 12.018  -0.46
N: 26.136 7.082 12.139  -0.08
H: 26.481 4.019 12.351  0.30
H: 27.078 5.082 11.065  0.26
H: 25.560 7.890 12.477  0.01
H: 26.710 7.260 11.318  0.26
C: 18.564 6.540 12.647  0.28
O: 18.909 7.854 12.190  -0.66
N: 18.463 5.554 11.818  -0.08
N: 18.296 6.333 13.866  0.07
H: 18.955 5.596 10.910  0.12
H: 17.572 4.962 11.984  0.25
H: 18.286 7.042 14.615  0.04
H: 18.218 5.373 14.200  0.19
C: 21.632 8.190 9.241  -0.56
O: 20.250 8.196 9.717  -0.62
H: 21.876 9.072 8.638  0.40
H: 21.503 7.505 8.362  0.40
H: 22.480 7.988 9.985  0.03
H: 20.240 8.363 10.656  -0.06
C: 25.018 9.763 9.366  0.30
O: 25.175 11.003 9.871  -0.56
H: 25.961 9.239 9.174  0.37
H: 24.426 9.714 8.496  0.28
H: 24.674 9.181 10.200  -0.75
H: 25.719 10.958 10.655  0.32
C: 22.651 3.515 14.823  -0.54
O: 22.830 3.899 13.434  -0.31
H: 22.648 4.385 15.446  0.08
H: 23.478 2.854 15.089  0.36
H: 21.740 3.073 15.013  0.10
H: 23.746 4.247 13.256  0.13
C: 23.966 5.740 9.424  -0.17
O: 24.079 4.745 10.456  -0.69
H: 22.977 5.694 8.957  0.12
H: 24.625 5.594 8.586  0.51
H: 24.279 6.714 9.728  -0.18
H: 25.010 4.705 10.594  0.26